Entry 1:
Formula: C2H4P2S
Source: the Open Molecules 2025 dataset
Level of theory: ωB97M-V/def2-TZVPD

Computed properties:
Spin multiplicity: 1
E_LUMO: -0.73 eV
HOMO energy: -8.9 eV
Energy: -1159.403483 Ha
SMILES: P#P=S.C=C
HOMO-LUMO gap: 8.16 eV

Geometry (Å):
S1 -2.73879 1.86487 0.20761
P1 -2.25953 0.02396 -0.05533
P2 -1.72671 -1.78668 -0.05785
C1 1.19967 0.17800 -0.65056
C2 1.02340 -0.10619 0.62654
H1 1.00773 0.59284 1.46961
H2 0.78705 -1.25446 0.88069
H3 1.22350 -0.70817 -1.39697
H4 1.48368 1.19582 -1.02374



Entry 2:
Formula: C21H23ClN2O2
Source: the Open Molecules 2025 dataset
Level of theory: ωB97M-V/def2-TZVPD

Computed properties:
Spin multiplicity: 1
E_LUMO: 0.61 eV
HOMO energy: -7.4 eV
Energy: -1534.203311 Ha
SMILES: COc1ccc(C[C@@H]2NCCc3c2[nH]c2ccc(C)cc32)c(Cl)c1OC
HOMO-LUMO gap: 7.99 eV

Geometry (Å):
Cl1 -0.79583 -0.00092 -2.42905
O1 -4.68391 -1.09877 0.59352
O2 -2.82095 -1.62190 -1.54961
N1 1.53909 3.57701 -0.30426
N2 0.63734 0.08405 0.59113
C1 1.53206 -0.94036 0.46058
C2 -5.60564 -0.77385 1.60408
C3 3.84754 -1.24199 -0.20566
C4 1.24036 1.24787 0.18582
C5 -3.57110 1.03541 0.91584
C6 -3.77790 -2.64380 -1.39419
C7 2.53742 1.00050 -0.16231
C8 3.45958 2.10840 -0.54174
C9 -2.84349 -0.49136 -0.79745
C10 3.71293 -2.59196 0.04370
C11 -1.85413 0.44083 -1.13683
C12 2.75595 -0.39803 -0.00297
C13 1.39223 -2.29784 0.71127
C14 -2.58309 1.93267 0.55546
C15 -0.61319 2.62449 -0.82783
C16 2.91505 3.38033 0.11281
C17 4.86182 -3.53569 -0.16585
C18 0.57914 2.58499 0.16204
C19 -3.72046 -0.17958 0.25900
C20 -1.69928 1.65679 -0.47703
C21 2.48764 -3.10466 0.49656
H1 4.47599 1.90698 -0.19945
H2 3.47897 2.24001 -1.62657
H3 0.45361 -2.70670 1.05711
H4 3.01592 3.28974 1.20944
H5 2.40871 -4.16715 0.67875
H6 -3.51518 -3.38680 -2.14720
H7 -0.32607 -0.00967 0.86157
H8 -0.21988 2.41445 -1.82062
H9 1.21911 4.50757 -0.06212
H10 5.10684 -4.05116 0.76254
H11 -4.79124 -2.28157 -1.57829
H12 4.60359 -4.29132 -0.90736
H13 -6.28155 -1.62594 1.66119
H14 4.78550 -0.83896 -0.55998
H15 -6.17804 0.12527 1.35531
H16 -5.11420 -0.63906 2.57306
H17 -3.72940 -3.09803 -0.40258
H18 -1.01456 3.63994 -0.82159
H19 5.74477 -3.00241 -0.50917
H20 0.19634 2.80819 1.18009
H21 -4.23410 1.29410 1.72479
H22 -2.50112 2.86774 1.08780
H23 3.48679 4.25218 -0.21371



Entry 3:
Formula: C3H2N2O2
Source: the Open Molecules 2025 dataset
Level of theory: ωB97M-V/def2-TZVPD

Computed properties:
Spin multiplicity: 1
E_LUMO: -0.13 eV
HOMO energy: -11.7 eV
Energy: -375.475177 Ha
SMILES: [H]/N=C(/C#N)OC=O
HOMO-LUMO gap: 11.59 eV

Geometry (Å):
O1 -0.84633 0.31064 -0.20423
O2 0.64539 0.35512 -1.92732
N1 0.14572 0.85024 1.83949
N2 1.38661 -2.10773 0.59462
C1 0.06749 0.13450 0.81200
C2 0.84547 -1.09190 0.69748
C3 -0.44855 0.13456 -1.51058
H1 -0.49092 1.64516 1.78183
H2 -1.30489 -0.23058 -2.08331



Entry 4:
Formula: C24H39BrGeN5PPd
Source: the Open Molecules 2025 dataset
Level of theory: ωB97M-V/def2-TZVPD

Computed properties:
Spin multiplicity: 3
E_LUMO (alpha / beta): -0.38 / -0.60 eV
HOMO energy (alpha / beta): -4.7 / -6.4 eV
Energy: -6331.634755 Ha
HOMO-LUMO gap (alpha / beta): 4.34 / 5.79 eV

Geometry (Å):
Pd1 -0.94266 0.02740 0.37703
Br1 -4.43673 3.59240 -2.05178
Ge1 -1.14396 3.66107 0.07950
P1 -0.57954 -2.45301 0.18926
N1 1.85095 -3.86101 0.11151
N2 -2.72938 -0.03972 -0.92024
N3 0.03064 -4.98004 -1.04320
N4 2.45635 0.50382 -0.63026
N5 1.07472 -3.03275 -2.04302
C1 2.54361 0.48220 3.15212
C2 -0.46980 4.00076 -1.73872
C3 2.85735 0.65209 0.76847
C4 0.11926 -2.00541 -1.48304
C5 0.34849 3.66533 1.36356
C6 0.52135 0.09329 4.33739
C7 2.26063 -3.22684 -1.08763
C8 0.40946 -4.38090 -2.27322
C9 -3.77584 -0.67351 -0.48943
C10 1.20005 -5.12926 -0.18020
C11 -2.04124 1.95126 0.15350
C12 -5.06630 -0.09383 -0.34778
C13 -2.80146 1.42359 -1.08584
C14 0.49029 0.17775 1.86649
C15 -0.13698 0.02579 3.12362
C16 1.87499 0.41512 1.91982
C17 -5.27515 1.21783 -0.77557
C18 -4.19454 1.92219 -1.22763
C19 1.89130 0.32586 4.35719
C20 1.63425 1.63204 -1.05089
C21 -2.24188 5.21447 0.59437
C22 1.03378 -2.96984 0.95634
C23 3.66110 0.48908 -1.44963
C24 -1.03280 -4.21657 -0.36131
H1 4.29473 -0.36442 -1.19542
H2 1.14317 -4.99953 -2.79403
H3 0.10874 4.92623 -1.75656
H4 -2.70637 1.90887 1.02497
H5 -0.45566 -4.20371 -2.91207
H6 -0.02983 -0.02884 5.26289
H7 -1.90636 -4.16635 -1.01688
H8 4.26539 1.40049 -1.31637
H9 0.83756 -3.47278 1.90498
H10 3.28659 1.66230 0.90040
H11 1.32284 1.49884 -2.09113
H12 -1.62635 6.11696 0.58142
H13 1.91736 -5.78790 -0.67722
H14 -3.63495 -1.71642 -0.21344
H15 2.64308 -2.22774 -0.89020
H16 0.32709 2.75532 1.96325
H17 -2.22079 1.68199 -1.97622
H18 0.74336 1.69249 -0.42743
H19 1.59577 -2.06460 1.18067
H20 1.31352 3.71112 0.85463
H21 0.88895 -5.59227 0.75482
H22 3.39164 0.42702 -2.50757
H23 -3.09519 5.36509 -0.06358
H24 -1.20899 -0.14884 3.14432
H25 -0.69306 -1.86832 -2.19905
H26 -6.26522 1.65344 -0.77978
H27 3.61444 0.67188 3.15625
H28 -5.87627 -0.68778 0.05120
H29 0.17535 3.18966 -2.07597
H30 0.67994 -1.07556 -1.38358
H31 -2.61223 5.07511 1.61215
H32 2.19136 2.58087 -0.98109
H33 0.27583 4.52933 2.02606
H34 1.43784 -2.68582 -2.93015
H35 2.43627 0.38893 5.29079
H36 -1.29243 4.10303 -2.44849
H37 2.98248 -3.84079 -1.63087
H38 3.69278 -0.03983 0.92138
H39 -1.33266 -4.77810 0.52618



Entry 5:
Formula: C22H31NO4
Source: the Open Molecules 2025 dataset
Level of theory: ωB97M-V/def2-TZVPD

Computed properties:
Spin multiplicity: 1
E_LUMO: 0.77 eV
HOMO energy: -8.1 eV
Energy: -1212.571434 Ha
SMILES: COc1ccc(COC[C@H](O)CN(Cc2ccccc2)C(C)C)cc1OC
HOMO-LUMO gap: 8.86 eV

Geometry (Å):
O1 -1.40431 2.07245 -0.59315
O2 0.75339 0.22743 1.70787
O3 -6.37157 -1.82398 0.28762
O4 -6.24480 1.06182 0.51116
N1 2.73297 0.86692 -0.01010
C1 -7.36085 0.50852 1.17036
C2 -3.09424 -1.01136 -1.20816
C3 3.01816 -0.13382 -1.02974
C4 -5.27213 0.27689 -0.03098
C5 -6.37082 -3.22464 0.18136
C6 -3.08762 0.36778 -1.09744
C7 4.02194 -1.13551 -0.52359
C8 3.79300 2.24756 1.71456
C9 -1.92329 1.19692 -1.57748
C10 5.86534 -2.97342 0.46298
C11 3.86900 1.74108 0.27380
C12 -0.95878 1.45268 0.58984
C13 4.63985 -2.81286 1.08873
C14 1.45149 1.52422 -0.19932
C15 -4.17694 0.98901 -0.50716
C16 5.25209 -1.30214 -1.14399
C17 0.34687 0.65810 0.43251
C18 -5.27720 -1.12559 -0.16458
C19 4.03102 2.90738 -0.70886
C20 6.16859 -2.21802 -0.65582
C21 3.72378 -1.90147 0.59755
C22 -4.17897 -1.74022 -0.75186
H1 7.12219 -2.33863 -1.14894
H2 -7.06222 -0.13977 1.99686
H3 -7.90956 1.36509 1.56232
H4 2.76610 -1.78069 1.08198
H5 4.39712 -3.40245 1.96070
H6 3.37822 0.31959 -1.96835
H7 2.08362 -0.65609 -1.25169
H8 -4.18980 2.06158 -0.39373
H9 4.03578 2.54693 -1.73538
H10 2.92980 2.89048 1.86586
H11 -7.31907 -3.54705 0.60982
H12 -1.13527 0.53809 -1.96900
H13 4.75647 1.10185 0.19586
H14 1.72540 0.20439 1.66849
H15 -2.25920 -1.52969 -1.65540
H16 -5.54837 -3.67381 0.74760
H17 1.21785 1.71853 -1.25482
H18 3.22408 3.62776 -0.60039
H19 1.45806 2.47884 0.32637
H20 -6.31777 -3.55200 -0.86222
H21 4.97320 3.41633 -0.52272
H22 -2.24612 1.86357 -2.38380
H23 -0.78516 2.26671 1.29785
H24 6.58086 -3.68612 0.84583
H25 3.72415 1.40869 2.40284
H26 4.68791 2.81728 1.95154
H27 0.15795 -0.22794 -0.19753
H28 -8.00139 -0.05130 0.48593
H29 -1.72785 0.78868 1.00421
H30 -4.15847 -2.81262 -0.85936
H31 5.49556 -0.71194 -2.01681



Entry 6:
Formula: C6H10IN2
Source: the Open Molecules 2025 dataset
Level of theory: ωB97M-V/def2-TZVPD

Computed properties:
Spin multiplicity: 1
E_LUMO: -4.40 eV
HOMO energy: -12.7 eV
Energy: -641.471633 Ha
Net charge: +1
HOMO-LUMO gap: 8.30 eV

Geometry (Å):
I1 -3.07934 -0.43775 0.14375
N1 -0.51424 0.53466 -1.16927
N2 0.99587 -0.96475 -0.13645
C1 -1.58268 2.30420 0.10507
C2 -0.11506 0.27170 1.56173
C3 -1.28840 0.83985 -0.06738
C4 0.79966 -0.59863 1.19005
C5 1.91425 -2.18106 -0.22868
C6 0.51460 -0.46553 -1.20923
H1 -0.66489 2.91869 0.03218
H2 2.22865 -2.43009 -1.36192
H3 -0.55915 0.64823 2.44389
H4 2.85741 -1.87867 0.22874
H5 -0.89465 0.92289 -2.03222
H6 1.30955 -3.01003 0.16120
H7 0.84294 -0.73080 -2.17030
H8 -1.96720 2.39737 1.17833
H9 1.50210 -0.84057 1.92735
H10 -2.29944 2.70030 -0.59685



Q: Number 4 is which compound?
A: C24H39BrGeN5PPd